Molecular formula: C43H84ClN6O6S
Method: DFT, wB97M-V/def2-TZVPD

Calculated values
Orbital gap (alpha / beta) in eV: 6.27 / 6.99
Charge: +1
Multiplicity: 5

Each line ends with the Mulliken spin population.
Element x y z (Å)
H1 -3.140 -2.562 9.970  0.003
H2 -0.758 1.444 -2.588  0.000
H3 -4.911 1.005 11.620  -0.010
C1 -1.934 -1.151 -2.370  0.020
H4 -6.367 1.305 9.114  -0.008
C2 -5.027 -0.232 8.310  0.055
H5 -3.062 -1.897 0.804  0.001
H6 -0.568 -1.991 -10.882  0.000
C3 3.632 -0.317 -11.490  0.000
H7 0.095 -0.878 -7.526  0.000
C4 4.772 -1.755 -10.181  0.010
H8 -1.105 1.037 4.330  0.005
H9 -6.865 -0.334 9.552  0.002
O1 -2.203 -0.097 -5.952  0.000
H10 -7.129 0.238 7.941  0.000
H11 1.394 -0.320 -2.889  0.004
C5 -4.071 -2.136 10.360  0.015
C6 -2.930 -1.184 -1.216  -0.017
N1 2.751 -1.218 -10.969  0.000
H12 -2.248 4.022 2.468  -0.016
H13 9.233 -0.919 -7.893  0.000
H14 -4.241 -2.621 11.327  0.001
H15 -3.785 4.819 7.521  0.000
H16 0.576 -2.448 1.699  0.000
C7 6.320 -2.164 -3.597  0.012
H17 -1.075 -2.675 2.276  0.001
C8 -5.197 -2.524 9.407  -0.017
H18 8.800 -1.214 -4.388  0.001
C9 -0.450 -2.652 1.381  -0.017
H19 -3.140 1.117 2.721  -0.001
C10 -3.048 5.348 6.915  -0.004
H20 0.340 0.584 -9.512  0.000
C11 0.278 -1.499 -10.313  0.000
C12 -0.760 2.348 5.992  -0.014
H21 8.880 -2.703 -5.337  -0.009
H22 -0.743 3.678 3.333  0.003
C13 -6.415 0.270 8.767  0.009
H23 8.440 -2.494 -7.879  0.001
O2 -4.204 3.299 5.576  0.562
C14 0.406 -0.712 -3.148  -0.030
H24 -4.189 -2.092 7.564  0.004
C15 -2.538 2.658 4.153  0.009
H25 7.617 -1.069 -8.536  0.004
C16 -1.690 3.252 3.007  0.022
H26 6.929 0.791 -6.975  0.004
H27 -2.377 5.846 7.618  0.000
C17 -4.831 0.458 6.947  -0.060
N2 -3.974 0.162 9.292  0.325
H28 -5.933 -2.009 7.455  0.001
O3 5.657 -1.693 -7.099  0.535
C18 -1.511 3.370 6.838  0.030
H29 -4.787 -0.480 12.552  0.001
C19 -5.085 -1.753 8.097  0.017
C20 -0.552 -0.635 -1.942  0.055
O4 -3.206 0.594 -8.066  0.000
H30 -6.170 -2.356 9.877  0.000
H31 -0.327 1.586 6.646  0.000
H32 -5.143 -3.597 9.202  0.002
H33 -2.358 0.663 11.451  0.000
H34 3.766 -1.829 -3.870  0.001
C21 -1.005 -0.297 1.252  0.051
N3 4.891 -0.627 -11.021  0.000
H35 3.622 -1.498 -5.580  0.003
C22 8.859 -1.612 -5.398  0.011
H36 0.083 2.815 5.474  0.001
H37 -4.218 1.225 4.090  0.002
C23 -0.406 -0.256 -9.567  0.000
H38 4.214 -3.076 -5.033  -0.002
H39 -1.498 1.166 -1.049  0.002
H40 -2.605 -0.862 12.302  0.001
C24 -1.695 1.680 4.992  0.024
H41 0.528 -1.728 -3.527  0.001
H42 -3.565 6.123 6.343  0.003
H43 5.736 -0.116 -11.274  0.000
H44 5.627 -2.247 -9.662  -0.007
H45 -1.285 0.133 -10.156  0.000
H46 6.467 -3.231 -3.782  -0.011
H47 0.647 -2.261 -9.577  0.000
C25 7.562 0.396 -6.171  0.026
H48 2.881 -2.987 -9.602  0.000
C26 8.277 -1.422 -7.740  -0.015
H49 5.664 -2.076 -2.727  0.000
C27 4.244 -2.001 -4.836  -0.009
C28 -0.955 -1.578 0.392  0.001
C29 -4.958 -0.084 11.548  0.015
H50 -1.423 2.481 2.279  0.002
H51 -1.563 0.519 0.795  -0.001
H52 -1.845 -2.160 -2.787  -0.001
H53 -0.782 6.022 6.060  0.000
C30 -2.375 -1.985 -0.043  0.020
C31 5.695 -1.471 -4.828  0.038
H54 -0.805 3.871 7.506  0.000
H55 7.641 0.575 -4.011  0.000
C32 -2.567 -0.401 11.313  -0.006
H56 0.002 0.061 1.483  -0.009
H57 -4.277 2.462 2.824  0.003
C33 6.948 0.782 -4.830  -0.020
S1 -1.982 0.407 -7.300  0.000
H58 -2.336 -0.526 -3.173  0.002
H59 -2.381 -3.044 -0.327  0.003
C34 5.628 0.051 -4.607  0.020
C35 -1.226 5.353 5.320  0.011
H60 -1.719 -0.854 10.796  -0.001
O5 0.393 -2.559 -1.167  0.608
Cl1 -0.917 2.195 -7.116  0.000
H61 -1.502 -0.485 2.207  0.004
H62 -1.696 5.979 4.558  -0.009
C36 -0.850 -0.772 -8.124  0.000
C37 1.340 -1.064 -11.397  0.000
H63 1.152 0.029 -11.610  0.000
H64 3.336 0.508 -12.183  0.000
C38 7.728 -1.123 -6.330  0.019
H65 8.531 0.892 -6.278  0.002
C39 3.384 -2.156 -10.134  0.000
C40 -3.898 -0.619 10.560  0.030
H66 4.885 0.487 -5.286  0.005
O6 -2.796 0.052 8.680  0.603
C41 -3.609 1.823 3.410  -0.011
H67 6.771 1.861 -4.810  0.002
H68 0.021 -0.120 -3.981  -0.002
H69 -1.325 -1.786 -8.272  0.000
H70 -4.818 1.544 7.055  0.014
H71 -5.646 0.203 6.265  -0.003
H72 7.270 -1.735 -3.285  0.001
H73 -2.357 1.011 5.549  -0.005
C42 -0.642 0.882 -1.657  0.016
H74 -0.383 4.836 4.866  0.001
H75 9.834 -1.291 -5.772  0.001
H76 1.140 -1.617 -12.354  0.000
H77 -2.218 2.840 7.485  -0.008
N4 6.458 -1.864 -6.052  0.380
N5 -3.130 3.773 4.951  0.348
H78 5.272 0.264 -3.595  0.000
H79 -3.191 -0.171 -0.896  0.000
N6 -0.018 -1.364 -0.752  0.292
H80 -3.863 -1.642 -1.557  0.002
C43 -2.255 4.409 5.983  0.032
H81 -0.484 -3.656 0.957  0.000
H82 0.264 1.248 -1.169  -0.007
H83 -3.913 0.152 6.446  0.015
H84 -5.978 -0.369 11.296  0.001

---

Molecular formula: C14H43ClFN6O2P3Si
Method: DFT, wB97M-V/def2-TZVPD

Calculated values
Orbital gap in eV: 7.01
SMILES string: CN(C)P(=O)(N(C)C)N(C)C.CN(C)P(=O)(N(C)C)N(C)C.CP(C)[Si@H](F)Cl

Each line ends with the Mulliken charge.
Element x y z (Å)
C1 -0.005 -2.812 -5.183  -0.781
H1 2.964 -0.603 5.263  0.296
H2 1.494 2.023 -0.257  0.463
P1 1.716 -0.593 2.414  0.875
C2 3.254 1.527 3.590  -0.895
H3 0.029 3.888 6.936  0.262
N1 1.319 0.322 0.992  0.308
H4 -3.203 -0.724 -7.070  0.447
C3 1.766 1.687 0.753  -1.083
H5 -0.465 -2.580 -6.139  0.197
C4 -3.502 0.345 -4.829  -1.023
O1 -1.763 -0.283 -3.079  -0.761
H6 -3.998 0.456 -3.859  0.315
P2 -2.131 -1.689 -3.614  0.892
C5 -0.728 3.292 6.236  -0.556
H7 -4.192 -4.545 -4.813  0.384
N2 -0.490 -1.986 -4.081  0.100
C6 -3.988 -3.501 -4.549  -0.999
H8 1.204 -0.587 5.151  0.348
C7 -2.472 -1.131 -6.358  -1.257
H9 1.334 2.392 1.466  0.099
H10 -1.844 4.663 2.407  0.355
H11 1.480 -1.928 -3.285  0.370
H12 -4.312 -2.929 -5.422  0.292
F1 -1.190 7.632 4.200  -0.375
H13 -2.548 -5.339 -3.570  0.420
H14 -1.526 -0.608 -6.516  0.317
Si1 -1.180 6.535 5.585  0.657
H15 -1.203 -4.404 -2.978  0.245
H16 0.409 -3.104 -2.506  0.269
H17 4.252 1.082 3.648  0.245
H18 3.171 2.229 4.429  0.392
H19 0.008 4.307 2.970  0.246
N3 2.184 0.535 3.641  0.336
P3 -1.649 4.474 4.992  0.091
C8 0.449 -2.114 -2.963  -0.857
N4 3.407 -0.625 1.861  -0.082
C9 -2.266 -4.342 -3.211  -1.117
H20 3.219 2.163 2.711  0.209
H21 -1.606 2.824 6.895  0.296
H22 -1.382 2.939 3.010  0.178
H23 -2.722 1.111 -4.917  0.314
H24 3.117 -2.060 0.301  0.374
H25 -2.804 -4.139 -2.279  0.394
C10 3.604 -1.093 0.467  -1.023
C11 -0.058 0.209 0.489  -0.994
H26 -4.624 -3.223 -3.701  0.366
H27 -0.749 0.828 1.075  0.095
H28 2.040 0.830 5.741  0.363
H29 -2.273 6.976 6.474  -0.091
H30 4.670 -1.193 0.233  0.403
H31 2.857 1.759 0.766  0.399
Cl1 0.632 6.670 6.713  -0.278
C12 2.103 0.016 5.010  -1.231
H32 3.226 -0.387 -0.278  0.282
H33 -4.267 0.555 -5.586  0.318
N5 -2.553 -3.305 -4.229  -0.069
H34 4.262 -1.266 3.718  0.258
H35 3.776 -2.579 2.640  0.399
H36 5.243 -1.620 2.323  0.408
C13 -1.137 4.094 3.180  -0.779
C14 4.205 -1.571 2.674  -1.137
H37 -0.133 2.459 5.647  -0.014
N6 -2.946 -1.007 -4.988  0.165
H38 -0.125 -3.884 -5.000  0.270
H39 -0.129 0.524 -0.558  0.378
H40 1.065 -2.637 -5.355  0.376
H41 0.239 -1.378 -2.184  0.047
H42 -2.376 -2.180 -6.655  0.364
H43 -0.404 -0.830 0.517  0.327
O2 0.245 -0.565 2.895  -0.800

---

Quick rundown of max |F|, same order as above: 3.77 9.33 eV/Å
Quick rundown of total energy, same order as above: -90522.056 -79230.945 eV